Entry 1:
Density functional theory data (the ωB97M-V functional and the def2-TZVPD basis) for a 9-piece molecular cluster, C26H64Cl4O22P4 overall at a distorted geometry.

## Properties
Kohn-Sham gap: 10.179 eV
max |F|: 1.561 eV/Å
HOMO energy: -9.9 eV

XYZ file:
```
120
Properties=species:S:1:pos:R:3:mulliken_charge:R:1
C -4.86985 1.17563 1.22354 -0.34
O -5.78445 0.32646 0.54890 -0.44
P -5.24010 -0.88883 -0.28847 1.15
O -4.55802 -1.90570 0.51442 -0.65
O -4.37077 -0.27289 -1.46151 -0.28
C -2.95442 -0.32665 -1.39818 -0.22
O -6.55165 -1.31334 -1.02671 -0.39
C -6.42086 -2.21298 -2.13997 -0.64
H -4.71745 2.07838 0.62871 0.24
H -3.92748 0.68054 1.46647 0.02
H -5.30337 1.49974 2.17013 0.30
H -2.50185 -0.98325 -2.14693 0.16
H -2.53126 -0.61506 -0.43988 0.18
H -2.55833 0.65829 -1.66530 0.12
H -6.23676 -1.62596 -3.03927 0.24
H -7.36486 -2.73385 -2.26516 0.24
H -5.60652 -2.91383 -1.96359 0.33
C 0.43394 -2.94348 -4.47673 -0.62
O -0.28827 -3.96695 -5.13126 -0.17
P 0.31041 -4.56545 -6.48569 0.97
O 1.59833 -5.21872 -6.32799 -0.70
O -0.91436 -5.44909 -6.95627 -0.32
C -1.23917 -6.60927 -6.15965 -0.68
O 0.28943 -3.39494 -7.52756 -0.32
C -0.91759 -2.82824 -8.06484 -0.60
H -0.26342 -2.14082 -4.22658 0.18
H 1.26450 -2.52329 -5.04996 0.34
H 0.90230 -3.21270 -3.52511 0.22
H -1.16491 -7.48827 -6.79020 0.25
H -2.26426 -6.46182 -5.82062 0.26
H -0.61758 -6.67769 -5.26934 0.34
H -0.88774 -1.75024 -7.94560 0.24
H -1.78132 -3.28438 -7.58756 0.33
H -0.94745 -3.08725 -9.12187 0.26
C 7.54600 -2.48835 0.69659 -0.63
O 6.50444 -2.21830 1.62995 -0.25
P 5.42127 -3.27833 2.06133 0.91
O 5.13147 -3.38844 3.48534 -0.72
O 4.19479 -2.76894 1.17977 -0.12
C 2.86232 -3.22742 1.38306 -0.50
O 5.92377 -4.62209 1.39344 -0.33
C 5.00795 -5.69748 1.13615 -0.61
H 7.29500 -1.97130 -0.23362 0.25
H 7.72995 -3.52766 0.44182 0.30
H 8.47017 -2.05350 1.07319 0.27
H 2.76007 -3.64962 2.38547 0.45
H 2.56591 -4.01059 0.68280 0.29
H 2.16215 -2.40395 1.27001 -0.15
H 4.85979 -5.79710 0.06693 0.25
H 4.08841 -5.57886 1.70906 0.29
H 5.46618 -6.58615 1.57062 0.27
C 2.94789 4.82305 1.56661 -0.63
O 3.28098 4.32195 0.26403 -0.27
P 4.00901 2.94247 0.06992 0.42
O 3.23933 1.76523 0.47508 0.03
O 4.41807 2.95872 -1.44599 -0.37
C 3.46869 3.23964 -2.47264 -0.24
O 5.37325 3.17621 0.80904 -0.35
C 6.37449 2.16293 0.87048 -0.71
H 3.45468 5.77696 1.69363 0.28
H 3.32725 4.18158 2.36444 0.34
H 1.86656 4.89034 1.62704 0.18
H 3.52383 4.25705 -2.84889 0.29
H 2.47105 2.94368 -2.14554 -0.08
H 3.68165 2.56414 -3.30328 0.29
H 6.77332 2.14413 1.88268 0.27
H 7.20592 2.33461 0.18820 0.28
H 5.93892 1.18604 0.65190 0.30
C -3.71740 -1.23672 4.55573 -0.63
C -2.53475 -2.14803 4.85088 -0.48
O -1.31351 -1.44103 4.58455 -0.15
C -0.26402 -2.17085 4.17537 0.60
C 0.94290 -1.30293 3.96521 -0.31
O -0.32204 -3.33717 3.87511 -0.63
H -4.56486 -1.86390 4.27892 0.41
H -3.49907 -0.64742 3.66296 -0.02
H -3.96980 -0.57429 5.38074 0.19
H -2.52837 -2.47627 5.89181 0.27
H -2.59577 -3.04002 4.23228 0.41
H 1.84956 -1.86376 4.16384 0.38
H 0.81528 -0.39681 4.55293 0.17
H 0.92446 -0.95600 2.93066 -0.30
C -3.07868 3.48964 7.88751 -1.09
C -3.29000 2.45586 6.78390 -0.23
O -2.43618 2.70237 5.66305 -0.34
C -1.29342 1.99537 5.62803 0.79
C -0.53773 2.24933 4.35112 -0.80
O -0.91428 1.28433 6.51962 -0.57
H -2.05243 3.84765 7.91378 0.31
H -3.30564 3.07226 8.86877 0.31
H -3.77401 4.30731 7.70646 0.30
H -3.24408 1.41524 7.10185 0.26
H -4.31521 2.55282 6.41837 0.39
H -1.04816 1.82244 3.48894 -0.05
H 0.37567 1.66649 4.45260 0.28
H -0.30650 3.30236 4.21813 0.48
C -0.18158 4.30333 -0.26789 -1.04
C -1.19753 3.59614 -1.13938 1.05
O -2.16711 4.52775 -1.62702 -0.43
C -2.62011 4.31877 -2.87012 0.77
C -3.57307 5.38612 -3.32784 -1.19
O -2.40998 3.30952 -3.50017 -0.52
H -0.67990 4.75873 0.58679 0.39
H 0.41388 4.99665 -0.85851 0.31
H 0.48792 3.53249 0.12674 0.08
H -0.71482 3.05743 -1.94912 -0.24
H -1.71341 2.82723 -0.55615 -0.14
H -3.39796 6.35762 -2.87123 0.34
H -4.59068 5.11249 -3.04340 0.29
H -3.51822 5.42872 -4.41228 0.34
Cl 0.49177 1.53828 -3.76477 -0.02
C 0.18149 2.56088 -5.16459 -0.47
Cl 0.60946 4.23534 -4.68530 -0.17
H 0.81281 2.30164 -6.00389 0.38
H -0.87745 2.55367 -5.39091 0.29
Cl -0.51947 0.51898 0.81118 -0.06
C 0.78131 0.33402 -0.37611 0.52
Cl 0.52304 -1.14078 -1.33332 -0.02
H 0.75540 1.19830 -1.02884 -0.74
H 1.74291 0.25364 0.11401 0.32
```

=====

Entry 2:
Density functional theory data (the ωB97M-V functional and the def2-TZVPD basis) for a 7-piece molecular cluster, C26H64NO9 overall at a distorted geometry.

## Properties
charge: -1
Kohn-Sham gap: 3.732 eV
max |F|: 3.223 eV/Å
HOMO energy: -1.4 eV

XYZ file:
```
100
Properties=species:S:1:pos:R:3:mulliken_charge:R:1
O 3.41142 3.01413 -1.64270 -0.27
N 2.99450 2.14493 -2.36851 -0.03
O 1.71251 2.44021 -2.73899 0.02
C 0.76378 1.93456 -1.68623 0.14
C -0.63544 1.80774 -2.36719 -0.46
O -1.53778 2.89713 -1.96919 -0.48
H 1.12305 0.89187 -1.45843 -0.09
H 0.77642 2.60499 -0.78058 0.13
H -1.07798 0.86188 -1.92402 -0.16
H -1.00215 3.67562 -1.77366 0.24
C 1.24019 6.90184 2.23699 -1.28
C 1.07739 5.78826 1.21648 0.15
O -0.02535 5.97401 0.34644 -0.42
C 0.00972 7.13049 -0.46956 -0.33
C 1.19298 7.16319 -1.42190 -0.97
H 0.30727 7.06443 2.78134 0.35
H 2.02800 6.65134 2.95103 0.35
H 1.50907 7.84757 1.76020 0.32
H 0.89614 4.85218 1.74741 0.13
H 1.99751 5.64378 0.63972 0.18
H -0.02350 8.03539 0.14844 0.31
H -0.91259 7.11757 -1.05355 0.36
H 2.13916 7.26254 -0.88454 0.24
H 1.10741 8.01022 -2.10602 0.39
H 1.24317 6.24123 -2.00506 0.22
C -1.02834 -1.75297 1.18685 -1.03
C 0.41582 -1.35904 0.93104 -0.29
O 0.68132 0.00888 1.18099 -0.33
C 0.47617 0.45823 2.50614 -0.15
C 1.36083 -0.23809 3.52717 -1.15
H -1.70768 -1.09254 0.64366 0.30
H -1.20430 -2.78296 0.86818 0.37
H -1.28213 -1.68340 2.24752 0.32
H 0.64237 -1.52778 -0.12356 0.33
H 1.10511 -1.99250 1.50194 0.17
H -0.58123 0.37216 2.77883 0.31
H 0.71206 1.52434 2.50443 0.16
H 1.10388 -1.29535 3.62770 0.31
H 1.24827 0.22732 4.50898 0.40
H 2.41010 -0.18308 3.22793 0.27
C -5.09665 -1.21066 -6.43513 -1.31
C -4.82960 -1.53069 -4.97415 -0.19
O -3.48344 -1.32831 -4.58842 -0.40
C -2.98364 0.00305 -4.70599 -0.25
C -3.72429 1.00706 -3.84509 -1.03
H -4.39641 -1.74574 -7.08027 0.30
H -6.11633 -1.49360 -6.70763 0.42
H -4.97968 -0.14468 -6.63938 0.29
H -5.04347 -2.58862 -4.80169 0.31
H -5.50330 -0.96791 -4.31824 0.35
H -2.97571 0.31564 -5.75659 0.26
H -1.94197 -0.03160 -4.38251 0.27
H -4.75697 1.14585 -4.18309 0.40
H -3.22638 1.97669 -3.88152 0.33
H -3.76177 0.67003 -2.80740 0.23
C 6.11800 3.16062 4.96599 -1.12
C 4.64377 3.21530 4.60392 -0.09
O 4.27983 4.37960 3.88464 -0.43
C 4.91348 4.56097 2.62589 -0.38
C 4.61721 3.45120 1.63366 -1.06
H 6.42243 4.07548 5.47903 0.28
H 6.31909 2.30673 5.61625 0.41
H 6.74571 3.05946 4.07825 0.27
H 4.05544 3.22863 5.52349 0.35
H 4.34030 2.31738 4.05524 0.11
H 5.99303 4.69434 2.75883 0.33
H 4.53074 5.50106 2.22293 0.33
H 5.05631 2.50212 1.95061 0.37
H 5.02680 3.69729 0.65300 0.40
H 3.54053 3.29756 1.53716 0.23
C -4.00971 -3.49782 -1.51626 -0.97
C -4.61458 -3.91963 -0.18910 -0.30
O -6.03402 -3.97266 -0.20161 -0.46
C -6.61498 -4.88974 -1.11044 -0.18
C -6.23035 -6.33514 -0.84400 -1.05
H -4.45258 -2.56290 -1.86401 0.26
H -2.93162 -3.36135 -1.41737 0.45
H -4.18175 -4.24818 -2.29156 0.28
H -4.34343 -3.18487 0.57089 0.22
H -4.20035 -4.87760 0.14529 0.30
H -6.38014 -4.60501 -2.14154 0.17
H -7.69607 -4.78598 -0.99662 0.34
H -5.16812 -6.50884 -1.02897 0.26
H -6.79594 -7.00568 -1.49425 0.40
H -6.42939 -6.60076 0.19658 0.27
C 3.74856 -6.26285 2.87280 -1.07
C 2.29137 -6.33348 2.44980 -0.34
O 1.87154 -5.22381 1.67660 -0.39
C 2.54146 -5.03302 0.44015 -0.12
C 2.37282 -6.19303 -0.52573 -1.15
H 3.96021 -5.31177 3.36546 0.29
H 3.98569 -7.07769 3.55993 0.40
H 4.41998 -6.34310 2.01532 0.27
H 1.66490 -6.33656 3.34365 0.32
H 2.08049 -7.26932 1.92068 0.32
H 3.60077 -4.81393 0.61061 0.29
H 2.10612 -4.13749 -0.00657 0.21
H 2.86884 -7.09585 -0.16103 0.27
H 2.80448 -5.94490 -1.49686 0.40
H 1.31564 -6.43167 -0.65940 0.30
```